2 unconnected molecules or ions with the total composition C2HP at a distorted geometry, computed with wB97M-V/def2-TZVPD.

Computed properties:
HOMO (spin up / spin down): -8.625 / -8.635 eV
relative energy (zero: lowest compared OMol25 entry of this formula, charge and spin): 2.905 eV
LUMO (spin up / spin down): -0.073 / -0.074 Eh
gap between HOMO and LUMO (spin up / spin down): 6.65 / 6.63 eV
multiplicity: 1

Atoms and positions in Å:
C (-0.2544, -0.3486, 0.2395)
C (-0.5685, 0.7127, -0.0546)
P (0.0859, -2.0293, -0.0264)
H (0.7369, 1.6651, -0.1584)

Which charges does Mulliken predict for the atoms? In e, they are: -0.185, -0.104, 0.043, 0.247